Entry 1:
Below is a molecular structure, C36H23F4MgN6S2Te, with properties calculated with ωB97M-V/def2-TZVPD.

Geometry as XYZ:
```
73
Properties=species:S:1:pos:R:3:mulliken_charge:R:1
F -0.1600 -0.7491 -4.6848 -0.3737
C -0.7520 3.9880 0.2387 -0.2847
N 0.3523 3.6498 -6.6915 -0.5344
C -3.0575 1.1143 -5.7734 0.2391
C -4.0646 0.2379 -5.3902 0.2176
C -4.6795 -1.4441 -3.6243 -0.2281
H 3.7417 0.5031 -0.2156 0.4458
H 6.4257 -1.2252 1.1906 0.4138
C -1.7251 0.8525 -5.4706 0.3666
H 7.2393 -1.0348 3.5140 0.4033
C 1.5865 -0.8520 -0.0364 0.9371
C -4.1942 -0.9221 -2.4648 1.0498
C -1.3098 -2.0225 3.3146 -0.2114
C 6.2473 -0.6861 3.2612 -0.6052
C -0.6822 -3.5014 1.3871 -1.6965
C -3.7695 -0.9295 -4.6927 0.3017
C -5.8535 -2.2113 -3.7414 0.0303
C 0.4582 -1.8569 -0.0181 -0.7114
H 3.8949 -2.7980 1.1056 0.5070
C -1.4266 -0.4207 -4.9913 0.2255
C -0.7736 1.9528 -5.1384 -0.1553
H -1.1377 -3.9843 0.5247 0.6229
C 1.8118 -3.0098 1.6079 -0.6002
C -1.6291 -2.5355 2.0577 0.5680
C 2.9224 -2.7024 0.6290 -0.9487
F -3.3991 2.3203 -6.2151 -0.3055
H 2.7233 0.5999 2.3440 0.5394
H 0.9055 5.2523 3.5035 0.4042
C -0.1611 2.8875 -5.9959 0.0107
Te -0.7970 1.0590 1.0664 0.2751
C -0.4158 3.0969 1.2551 0.6449
H -3.8826 0.1412 3.7025 0.4432
H 1.9094 -2.3959 2.5089 0.2827
C -3.2472 -0.6023 3.2388 -0.5872
H -1.1992 3.6388 -0.6835 0.2922
C -2.1146 -1.0625 3.9046 -0.6716
C -0.7623 2.0316 -3.7808 0.5994
N -3.6090 -0.3360 -1.6196 -0.5657
H -1.8695 -0.6788 4.8861 0.4446
N 0.5310 -2.7693 0.9420 0.0779
H 0.4333 2.8447 3.2228 0.4175
H -3.0550 -2.5113 0.4493 0.5307
C 4.0018 -0.4609 0.2145 -1.3342
H 5.7927 -0.0494 5.2552 0.4011
H 4.7216 -0.9471 -0.4443 0.3954
C -2.7828 -2.1008 1.4130 -0.1119
C 0.4459 4.8936 2.5927 -0.6865
C 5.7886 -0.7945 1.9544 -0.2810
C -3.5858 -1.1292 1.9987 -0.5960
H -4.4765 -0.7947 1.4830 0.4505
H -0.4333 -2.3826 3.8434 0.3981
C 4.1635 0.3246 3.9104 -0.8399
C -2.4282 -1.2902 -4.6149 0.2699
C 4.5197 -0.3406 1.6238 0.6403
F -5.3257 0.6442 -5.4808 -0.2999
C -0.4798 5.3367 0.4086 -0.6903
H 1.8484 -4.0595 1.8946 0.6109
C 0.1139 5.7860 1.5801 -0.4775
N -6.8134 -2.8441 -3.8251 -0.5310
S -0.7297 -1.8437 -1.1817 -0.0249
H 3.5364 0.7689 4.6720 0.4412
N -0.9323 1.9232 -2.6141 -0.2681
F -2.0739 -2.4128 -3.9625 -0.4015
H 0.3203 6.8403 1.7074 0.4001
C 5.4351 -0.1322 4.2378 -0.4599
N 2.7800 -1.3004 0.2005 0.1056
H 2.8783 -3.3498 -0.2493 0.3614
Mg -1.8030 0.4559 -1.6133 0.4638
H -0.3406 -4.2704 2.0776 0.5807
S 1.2465 0.7983 -0.3729 -0.2442
C 0.1836 3.5438 2.4345 -0.4334
H -0.7339 6.0351 -0.3769 0.4426
C 3.7074 0.2234 2.6069 -0.0924
```

Values from the calculation:
HOMO-LUMO gap = 4.37 eV
energy above the lowest of the compared OMol25 structures with the same formula, charge and spin = 26.6 kcal per mole
total charge = +1
lowest unoccupied orbital energy = -5.4 eV

Entry 2:
Below is a molecular structure, C46H59N5NaO3Se at a distorted geometry, with properties calculated with ωB97M-V/def2-TZVPD.

Geometry as XYZ:
```
115
Properties=species:S:1:pos:R:3:mulliken_charge:R:1
H -4.9699 -1.8043 1.0271 0.0865
C -0.3226 -2.1582 0.4628 -0.6183
C -2.5472 -3.1213 4.5042 -1.6264
C 4.3676 3.8567 1.1094 -0.3871
C -1.0739 3.4856 -2.8401 -2.0616
C 3.2772 -0.5059 2.4257 -1.1580
H 3.9056 -1.1556 1.8127 0.1505
H -4.6577 2.1391 -1.2801 0.1747
H -6.1667 1.7101 0.3771 0.3702
H 2.4465 -3.1894 4.4206 0.2915
H 0.5317 -0.5589 -7.2191 0.3991
H -3.2419 -3.6920 5.1284 0.4880
H -2.8014 -5.2351 1.7916 0.3685
C 1.8243 -0.5299 4.4631 -1.7193
H 3.3212 -3.2130 2.8873 0.3730
H 3.0979 -1.9366 -0.4390 -0.5941
N 2.8723 2.1483 -2.4689 0.7257
H -3.6985 -3.7383 2.0944 0.0859
C 0.1190 -2.6047 3.1050 -0.8749
O 1.4610 -0.6261 0.3726 -0.4046
C 0.8015 1.7897 0.7521 -1.0911
C -1.2399 -5.1995 4.0231 -1.7711
H 4.5441 4.0504 4.4811 0.4000
H 5.7761 4.7513 2.4489 0.4037
N 1.8772 0.5103 -4.3399 0.1332
H 1.3821 -1.3551 -5.0049 0.4588
C -2.4510 3.1846 -2.2370 2.4339
H -1.7583 -2.7261 5.1466 0.2870
H -6.3748 -0.8661 -2.3247 0.3721
C -2.6564 1.7131 -1.8349 -0.0776
H -7.5476 0.6384 0.1049 0.4708
H -0.8200 -5.8404 3.2455 0.3415
H 5.6956 -3.1154 -0.6060 0.4153
H -2.4487 5.1216 -1.2370 0.4840
C -3.2540 -0.8793 -0.9289 -0.8174
H -1.9892 -3.4494 0.6225 0.5582
H -6.7360 1.3924 -1.2708 0.4173
H 0.8684 1.6347 2.7913 0.3785
H 1.1376 0.2717 4.1806 0.2438
C 4.1610 3.7970 3.5009 -0.4908
C -1.0077 -3.1885 2.5335 -0.2268
H -1.9265 -5.7959 4.6318 0.4746
H 2.1838 3.7708 -3.5597 0.2555
H -3.0857 -2.2743 4.0742 0.2899
H 0.6148 1.8891 -7.7073 0.4015
H -3.3522 4.6494 -3.5651 0.4704
C 0.7851 -1.4795 1.0587 1.2203
H 2.7843 0.1839 1.7456 -0.2828
H 5.3591 -1.4786 -0.0311 0.1443
H 3.9301 0.0500 3.1039 0.4548
C 4.8558 4.1890 2.3594 -0.7562
C 2.4881 2.7559 2.1321 -0.2584
C 2.6333 2.7045 -0.3116 0.3657
C 3.1847 3.1354 0.9799 1.0388
C -1.6341 0.7148 -1.9270 0.7036
H -0.2708 3.2225 -2.1531 0.0109
C 1.0377 -1.8047 2.4307 -0.4310
Na 1.2165 0.1831 -1.6248 0.8376
C -5.6491 -0.2697 -0.3691 2.2491
H 2.6881 -0.0852 4.9647 0.4755
H 3.4779 -3.3434 -1.4547 0.3146
C -1.9978 -0.5711 -1.3999 0.4816
C 4.6674 -0.7134 -2.6381 -0.0688
C 1.4586 2.3592 -5.7889 -0.9622
H -4.5205 3.5009 -2.9027 0.3008
C 2.9823 3.0855 3.3921 -0.7473
C -5.5579 -0.8858 1.0351 -1.5416
C 3.0387 -2.5844 3.7334 -1.8925
H -3.4440 -1.8923 -0.5904 0.1994
H 4.5785 0.2181 -2.0677 -0.0658
C 5.8428 -1.5395 -2.1350 -0.7098
H 4.7077 -0.4649 -3.6981 0.3506
H -3.5970 3.9652 -0.5414 0.3338
H -5.0775 -0.1869 1.7229 0.3519
C 0.9304 0.1420 -6.4983 -0.7956
H 1.3035 -1.1574 5.1881 0.3551
H 6.0962 -2.3107 -2.8664 0.3032
H -0.9128 2.9138 -3.7544 0.4013
H -3.8303 -5.0932 3.2223 0.4775
O 3.5370 -1.5443 -2.4279 -0.3421
C 2.3582 2.6942 -3.4818 -0.4651
H -7.2841 -1.5822 -0.9778 0.4406
C 3.7492 -2.3089 -1.2313 0.4431
C 2.2710 -1.3448 3.2322 2.4743
C -1.1834 -2.9782 1.1690 -0.6829
O -0.4702 0.8885 -2.4152 -0.4888
H 6.7305 -0.9380 -1.9364 0.3492
C -2.6055 4.0674 -0.9865 -1.6561
C -3.9060 1.3607 -1.3288 -0.1255
H -1.0172 4.5558 -3.0720 0.5141
C -6.2862 -1.2919 -1.3232 -1.7490
H -5.6715 -2.1903 -1.3955 0.2985
H 4.8959 4.1338 0.2069 0.4951
N 3.3281 2.8055 -1.3851 -1.4540
H -6.5545 -1.1246 1.4192 0.4905
H 2.4373 2.7783 4.2772 0.3749
Se -0.6065 -1.9081 -1.4305 0.0278
H 1.4888 3.4294 -5.9521 0.4370
H 0.2967 -2.7981 4.1581 0.1138
C 5.2388 -2.1624 -0.8729 -0.5828
H -1.8665 3.7794 -0.2353 0.1526
N 1.3592 2.1513 -0.3463 -0.2468
C 1.8963 1.8225 -4.5838 0.9466
H -0.1740 1.3148 0.7242 0.9266
C -4.2538 0.0922 -0.8732 -0.7204
H -0.4204 -4.8685 4.6634 0.3133
C -3.1434 -4.5493 2.5691 -1.8289
C -6.5749 0.9457 -0.2877 -2.2559
H -3.4088 2.9844 -4.1735 0.3794
C 1.4002 -0.3021 -5.2662 -0.2698
C -3.5017 3.6035 -3.2789 -1.8715
C 0.9699 1.5005 -6.7609 -0.3559
C -1.9712 -4.0069 3.3895 2.2587
H 3.9492 -2.2735 4.2562 0.4915
N 1.3000 2.0560 1.9858 0.0249
```

Values from the calculation:
HOMO-LUMO gap = 5.78 eV
energy above the lowest of the compared OMol25 structures with the same formula, charge and spin = 26.7 kcal per mole
total charge = -1
lowest unoccupied orbital energy = 2.0 eV

Look up the lowest unoccupied orbital energy of the first one.
-5.4 eV